[1]
{
  "formula": "C4H8O2",
  "method": "ωB97M-V/def2-TZVPD",
  "homo_lumo_gap_ev": 10.746,
  "fmax_ev_per_a": 1.37,
  "mol_weight_g_mol": 88.1,
  "energy_ev": -8370.6599,
  "smiles": "CCOCC=O",
  "symbols": ["H", "H", "H", "C", "C", "H", "H", "O", "O", "C", "H", "C", "H", "H"],
  "positions_angstrom": [[-2.33115, -1.09973, -0.35944], [1.85818, 0.94483, -0.81644], [-1.05896, -1.39633, 0.87053], [1.59534, 0.57111, 0.19859], [0.40322, 1.33148, 0.77403], [-0.95431, -2.20637, -0.69579], [-0.47417, -0.04134, -1.83324], [2.13408, -0.39477, 0.69245], [-0.65236, 1.08178, -0.13402], [-1.27397, -1.28503, -0.19928], [0.56577, -0.59186, -0.49899], [-0.42566, -0.18565, -0.75185], [0.17406, 0.97303, 1.78289], [0.61489, 2.40733, 0.80146]],
  "atomic_forces_ev_per_a": [[-0.2, -0.2, 0.1], [0.3, 0.0, 0.2], [-0.2, 0.0, -0.2], [0.9, 0.2, 0.6], [0.4, 0.0, 0.3], [-0.3, 0.0, 0.1], [-0.3, -0.2, 0.0], [0.4, 1.0, 0.3], [0.5, -0.2, -0.2], [-0.4, -0.2, 0.0], [-0.9, 0.3, -1.0], [-0.1, -0.6, -0.3], [0.0, 0.0, 0.0], [-0.1, -0.2, 0.0]],
  "nbo_charge": [0.21, 0.12, 0.21, 0.40, -0.16, 0.21, 0.18, -0.53, -0.52, -0.63, 0.20, -0.09, 0.18, 0.20]
}

[2]
{
  "formula": "C4H8O2",
  "method": "ωB97M-V/def2-TZVPD",
  "homo_lumo_gap_ev": 9.743,
  "fmax_ev_per_a": 0.53,
  "mol_weight_g_mol": 88.1,
  "energy_ev": -8371.2549,
  "smiles": "C=CO.CC=O",
  "symbols": ["H", "O", "H", "O", "H", "C", "H", "C", "H", "H", "C", "C", "H", "H"],
  "positions_angstrom": [[1.61113, 0.31558, 1.56128], [0.70533, 0.63340, 1.62399], [1.82698, -0.09727, -1.57897], [-1.29326, 0.73199, -1.25199], [0.81182, -0.15385, -3.02638], [-0.12911, -0.42425, 1.88686], [0.33431, -1.29808, 2.34693], [0.79769, -0.21583, -1.93063], [0.38260, 1.84567, -1.18599], [-1.83865, 0.52886, 1.14685], [-1.42569, -0.35499, 1.62010], [-0.10330, 0.87213, -1.40206], [0.40225, -1.19534, -1.65038], [-2.08208, -1.18802, 1.84041]],
  "atomic_forces_ev_per_a": [[0.0, 0.0, 0.1], [0.2, 0.0, -0.2], [-0.2, 0.0, 0.0], [0.5, 0.1, -0.1], [0.0, 0.0, 0.1], [-0.4, -0.2, 0.0], [0.0, 0.2, -0.1], [0.0, -0.1, 0.0], [-0.1, -0.1, 0.0], [0.0, -0.1, 0.1], [0.2, 0.0, 0.0], [-0.3, -0.1, -0.1], [0.0, 0.1, 0.0], [0.1, 0.1, 0.1]],
  "nbo_charge": [0.48, -0.70, 0.22, -0.53, 0.24, 0.11, 0.17, -0.73, 0.11, 0.22, -0.48, 0.45, 0.24, 0.21]
}

[3]
{
  "formula": "C4H8O2",
  "method": "ωB97M-V/def2-TZVPD",
  "homo_lumo_gap_ev": 10.541,
  "fmax_ev_per_a": 0.85,
  "mol_weight_g_mol": 88.1,
  "energy_ev": -8370.9675,
  "smiles": "C=C(C)OC=O.[H][H]",
  "symbols": ["H", "H", "C", "H", "O", "H", "C", "O", "H", "C", "C", "H", "H", "H"],
  "positions_angstrom": [[0.19521, 1.93238, 1.03038], [-1.46319, -1.69683, 1.10276], [-0.30786, -0.03915, 0.52986], [2.73452, -1.36703, 0.51110], [0.86392, -0.76159, 0.82002], [-1.07709, -0.62221, -1.86163], [1.95046, -0.75700, 0.02657], [2.07864, -0.20749, -1.03746], [0.53164, 1.57710, -0.67852], [-0.16928, 1.40438, 0.14399], [-1.44557, -0.65692, 0.79900], [-2.38015, -0.11204, 0.73585], [-1.14358, 1.82610, -0.12877], [-0.36765, -0.51971, -1.99315]],
  "atomic_forces_ev_per_a": [[0.1, 0.2, -0.1], [0.0, 0.1, 0.1], [-0.2, 0.1, 0.2], [-0.2, 0.2, -0.1], [0.2, 0.0, -0.1], [-0.4, -0.1, -0.2], [0.1, 0.3, -0.5], [-0.2, -0.4, 0.7], [-0.2, -0.2, 0.2], [0.1, 0.0, 0.2], [0.0, 0.1, 0.1], [0.1, -0.1, -0.1], [0.2, -0.2, 0.1], [0.4, 0.0, -0.4]],
  "nbo_charge": [0.23, 0.22, 0.32, 0.13, -0.52, 0.00, 0.66, -0.57, 0.25, -0.69, -0.45, 0.21, 0.23, 0.00]
}

[4]
{
  "formula": "C4H8O2",
  "method": "ωB97M-V/def2-TZVPD",
  "homo_lumo_gap_ev": 10.039,
  "fmax_ev_per_a": 3.25,
  "mol_weight_g_mol": 88.1,
  "energy_ev": -8366.3212,
  "symbols": ["H", "C", "C", "H", "O", "H", "H", "H", "O", "C", "H", "H", "C", "H"],
  "positions_angstrom": [[-2.58346, 0.47228, 1.17340], [-0.81558, 0.04442, -0.02501], [0.29992, -0.82954, 0.34453], [2.43741, -0.96739, 0.12610], [1.98298, 0.95498, 0.53134], [0.29679, -0.90544, 1.44448], [1.61862, -0.13857, -1.21716], [-1.03109, -0.18108, -1.64677], [-0.88860, 1.34655, 0.15982], [-2.22174, 0.47926, 0.15069], [1.27771, 1.59751, 0.33284], [0.12613, -1.83444, -0.05822], [1.64465, -0.25151, -0.11929], [-2.14374, 0.21297, -1.19677]],
  "atomic_forces_ev_per_a": [[-0.6, 0.2, -0.2], [0.0, 0.1, -3.1], [0.3, -0.3, 0.7], [-0.1, 0.1, -0.1], [-0.5, 0.3, -0.2], [0.1, 0.0, -0.1], [0.0, 0.0, 0.3], [0.8, 0.2, 1.9], [-1.2, -0.8, 0.3], [2.2, 0.0, -2.3], [0.4, -0.2, 0.2], [0.1, 0.3, 0.0], [0.0, -0.4, -0.2], [-1.6, 0.7, 2.8]],
  "nbo_charge": [0.21, 0.35, -0.51, 0.19, -0.71, 0.24, 0.17, -0.10, -0.51, -0.26, 0.48, 0.24, -0.05, 0.27]
}

[5]
{
  "formula": "C4H8O2",
  "method": "ωB97M-V/def2-TZVPD",
  "homo_lumo_gap_ev": 9.975,
  "fmax_ev_per_a": 1.30,
  "mol_weight_g_mol": 88.1,
  "energy_ev": -8371.3838,
  "smiles": "C=C(C)OCO",
  "symbols": ["H", "O", "H", "C", "H", "H", "H", "H", "C", "C", "H", "O", "C", "H"],
  "positions_angstrom": [[-0.25625, -1.96732, -2.00992], [0.82654, -0.41396, 0.21227], [0.10347, 0.83059, 1.64799], [-0.88231, -1.27636, -1.42914], [-1.48942, -1.88115, -0.74467], [1.81693, -0.71563, 2.27586], [-0.86486, 1.41659, -1.97227], [0.58918, 1.80502, -0.85841], [1.06147, 0.61286, 1.14794], [-0.13899, 1.10364, -1.24261], [1.43841, 1.55154, 0.72268], [2.05420, 0.18039, 2.01008], [-0.07653, -0.14669, -0.79809], [-1.57085, -0.82057, -2.15372]],
  "atomic_forces_ev_per_a": [[0.1, 0.2, 0.3], [-0.4, -1.1, -0.6], [0.1, -0.1, 0.0], [0.1, 0.1, 0.1], [0.3, 0.2, 0.1], [0.1, 0.0, 0.1], [0.1, 0.0, -0.2], [-0.4, 0.3, -0.3], [0.0, 0.6, 0.3], [-0.1, 0.0, 0.0], [0.0, -0.4, 0.0], [-0.1, -0.2, 0.1], [0.0, 0.3, -0.2], [0.2, -0.1, 0.3]],
  "nbo_charge": [0.23, -0.54, 0.14, -0.66, 0.22, 0.47, 0.21, 0.20, 0.24, -0.52, 0.15, -0.70, 0.33, 0.23]
}

[6]
{
  "formula": "C4H8O2",
  "method": "ωB97M-V/def2-TZVPD",
  "homo_lumo_gap_ev": 10.044,
  "fmax_ev_per_a": 7.13,
  "mol_weight_g_mol": 88.1,
  "energy_ev": -8368.3304,
  "smiles": "C[C@H]1[C@@H](O)[C@H]1O",
  "symbols": ["H", "H", "C", "H", "H", "O", "H", "H", "O", "C", "C", "C", "H", "H"],
  "positions_angstrom": [[-1.88166, 0.41329, 0.56377], [0.12413, -0.35027, 2.35062], [0.22604, -0.39288, 1.18034], [1.71712, -0.93453, -0.00755], [-1.77505, -1.15466, -0.68172], [1.40997, 1.18395, -0.26947], [1.34314, 1.49647, -1.16110], [0.34941, 1.80639, 1.36274], [0.93948, -1.44630, 0.31345], [-0.78362, 0.08640, 0.22421], [-0.82533, -0.64754, -1.10878], [0.22561, 1.06898, 0.51589], [-1.08726, 0.04449, -2.06267], [0.01801, -1.17378, -1.21974]],
  "atomic_forces_ev_per_a": [[2.4, -0.8, -0.5], [0.4, -1.0, -2.7], [0.4, -0.7, -0.8], [-0.4, -0.4, 0.3], [1.4, -0.7, -2.4], [0.2, -0.3, 0.6], [-0.8, 0.4, -0.6], [-1.3, -0.6, -1.3], [1.3, 2.1, 3.9], [-4.5, 2.3, 0.2], [-6.2, 3.5, 0.0], [4.4, 0.0, 1.9], [0.4, -1.5, 2.4], [2.1, -2.1, -1.0]],
  "nbo_charge": [0.21, 0.22, 0.03, 0.48, 0.23, -0.75, 0.48, 0.21, -0.72, -0.28, -0.59, 0.04, 0.20, 0.24]
}

[7]
{
  "formula": "C4H8O2",
  "method": "ωB97M-V/def2-TZVPD",
  "homo_lumo_gap_ev": 9.721,
  "fmax_ev_per_a": 0.53,
  "mol_weight_g_mol": 88.1,
  "energy_ev": -8371.3265,
  "smiles": "C=CO.CC=O",
  "symbols": ["C", "C", "C", "H", "H", "O", "C", "H", "H", "H", "O", "H", "H", "H"],
  "positions_angstrom": [[0.25933, 1.96356, 0.27557], [-0.32495, -1.79518, 0.61554], [0.01316, 1.40837, -1.10142], [-0.42006, -2.28673, 1.58374], [1.52831, -2.63611, 0.14518], [0.84917, 0.83600, -1.76001], [0.72434, -1.98316, -0.17418], [-1.00339, 1.58252, -1.51196], [0.80718, -1.47920, -1.13122], [1.14404, 1.49645, 0.71383], [-1.35970, -0.96457, 0.27022], [-0.61524, 1.80418, 0.91319], [-2.02790, -0.99214, 0.96291], [0.42573, 3.04602, 0.19861]],
  "atomic_forces_ev_per_a": [[0.1, -0.1, 0.0], [0.4, -0.2, 0.0], [0.2, 0.0, -0.1], [0.0, 0.1, -0.1], [-0.2, 0.1, 0.0], [-0.4, 0.3, 0.3], [-0.1, 0.0, 0.1], [0.1, -0.1, 0.0], [0.0, -0.1, 0.1], [-0.1, 0.1, -0.1], [-0.1, 0.0, 0.1], [0.1, 0.0, -0.1], [0.1, 0.0, -0.1], [-0.1, -0.1, 0.0]],
  "nbo_charge": [-0.72, 0.12, 0.46, 0.17, 0.21, -0.54, -0.50, 0.10, 0.23, 0.24, -0.70, 0.22, 0.48, 0.24]
}

[8]
{
  "formula": "C4H8O2",
  "method": "ωB97M-V/def2-TZVPD",
  "homo_lumo_gap_ev": 10.062,
  "fmax_ev_per_a": 1.10,
  "mol_weight_g_mol": 88.1,
  "energy_ev": -8370.7248,
  "smiles": "C[C@H]1[C@@H](O)[C@H]1O",
  "symbols": ["H", "O", "H", "H", "H", "O", "H", "C", "C", "H", "C", "C", "H", "H"],
  "positions_angstrom": [[-1.44199, -1.55772, 0.80472], [-0.91727, -1.00244, -1.10460], [-0.80026, -0.10255, -1.46055], [-0.28890, 2.12539, -0.37110], [2.11993, 0.58437, -0.53081], [-1.06724, 1.55757, -0.42561], [1.16087, -0.57194, -1.41114], [0.37272, -0.14240, 0.75088], [-0.93524, 0.65724, 0.64058], [0.66742, -0.26610, 1.80533], [1.47837, -0.28660, -0.38756], [-0.90657, -0.78460, 0.26468], [-1.52855, 0.93665, 1.51942], [2.08672, -1.14687, -0.09425]],
  "atomic_forces_ev_per_a": [[0.0, 0.2, 0.1], [-0.7, 0.0, -0.3], [-0.4, -0.4, -0.3], [-0.2, 0.1, -0.2], [0.1, 0.0, 0.4], [0.2, 0.2, -0.1], [-0.4, 0.3, 1.0], [0.4, -0.3, -0.5], [0.2, -0.2, 0.0], [0.2, -0.3, -0.8], [0.0, 0.3, 0.7], [-0.3, -0.2, 0.0], [0.7, -0.1, -0.1], [0.2, 0.3, 0.2]],
  "nbo_charge": [0.19, -0.70, 0.48, 0.48, 0.20, -0.71, 0.24, -0.30, 0.04, 0.23, -0.63, 0.07, 0.19, 0.22]
}

[9]
{
  "formula": "C4H8O2",
  "method": "ωB97M-V/def2-TZVPD",
  "homo_lumo_gap_ev": 9.017,
  "fmax_ev_per_a": 4.61,
  "mol_weight_g_mol": 88.1,
  "energy_ev": -8368.7988,
  "symbols": ["C", "H", "H", "C", "H", "H", "H", "C", "H", "C", "O", "H", "H", "O"],
  "positions_angstrom": [[0.78599, 0.73734, 0.33088], [-1.14809, 0.61418, 1.24749], [0.66010, -0.80684, 2.00618], [-1.27773, -0.69707, -0.42917], [-0.53318, 1.08537, -1.47778], [0.74051, 1.83039, 0.25253], [-2.32639, -0.37889, -0.58577], [-0.16111, 0.19955, -0.99744], [-1.20054, -1.78022, -0.61678], [-0.54434, -0.18273, 0.81046], [-0.09330, -1.22596, 1.57347], [0.59182, -0.39871, -1.48122], [2.38512, 0.69277, -0.74687], [2.12114, 0.31081, 0.11403]],
  "atomic_forces_ev_per_a": [[-3.0, -1.2, -3.3], [-0.2, -0.2, 0.6], [0.2, -0.6, 0.5], [1.0, 0.6, 0.4], [0.1, 0.1, -0.9], [-0.4, -0.3, 0.9], [0.8, 0.1, 0.3], [1.1, 1.0, -1.0], [0.3, 0.6, 0.1], [0.5, 0.5, 1.3], [0.1, -0.1, 1.2], [0.0, 0.1, -0.9], [-0.1, -0.4, 0.6], [-0.5, -0.2, 0.2]],
  "nbo_charge": [-0.04, 0.17, 0.48, -0.48, 0.21, 0.16, 0.21, -0.40, 0.23, 0.17, -0.69, 0.23, 0.46, -0.72]
}